[1]
Below is a single C5H9N molecule, with properties calculated with ωB97M-V/def2-TZVPD.

Atoms and positions in Å:
C -0.4454 -2.1301 0.8000
N 0.2483 -1.4099 0.0648
C 0.1231 -0.0695 -0.2019
C 0.8122 0.1624 -1.5372
C 0.3713 0.8809 0.8437
C -1.0378 0.7035 0.2093
H -0.1148 -3.1602 0.7856
H -1.2952 -1.8409 1.3797
H 0.0978 -0.3643 -2.2246
H 1.8266 -0.4092 -1.4614
H 0.8076 1.2574 -1.6914
H 0.7456 1.8692 0.5430
H 0.4605 0.5937 1.8526
H -1.7899 0.3465 0.8526
H -1.2379 1.5292 -0.5037

## Properties
Kohn-Sham gap = 10.17 eV
Multiplicity = 1
LUMO level = 0.041 hartree
E_HOMO = -9.048 eV
Energy relative to the best compared isomer or geometry (same formula, charge and spin) = 55.4 kcal/mol
Charge = 0
Structure (SMILES) = C=NC1(C)CC1

---

[2]
Below is a molecular structure, C15H14BrN4O2RhS, with properties calculated with ωB97M-V/def2-TZVPD.

Atoms and positions in Å:
Rh -0.5862 -0.8493 -0.6092
C 0.4756 -2.6248 3.1375
C 0.4134 -2.1749 1.7188
N -0.6783 -1.8274 1.1334
N -1.9097 -1.8891 1.7325
C -2.9830 -1.7180 0.9266
N -4.1906 -1.8713 1.4257
S -2.7604 -1.3547 -0.7419
C 1.5924 -2.1772 0.8292
C 2.8284 -2.6417 1.2194
C 3.8413 -2.7395 0.2630
C 3.5848 -2.3735 -1.0417
C 2.3208 -1.8883 -1.3606
N 1.3586 -1.7923 -0.4487
H -0.2443 -2.1011 3.7666
H 1.4555 -2.4277 3.5637
H 0.2917 -3.7009 3.2029
H -1.9862 -2.1666 2.7019
H -4.3620 -2.2025 2.3639
H -4.9987 -1.6761 0.8519
H 3.0199 -2.9418 2.2389
H 4.8168 -3.1101 0.5479
H 4.3393 -2.4531 -1.8111
H 2.0712 -1.5555 -2.3597
Br -2.3814 6.2528 -0.0625
C -1.2895 5.0775 -1.0454
C -0.4214 5.5783 -2.0093
C 0.3842 4.7172 -2.7440
C 0.3267 3.3539 -2.5257
C -0.5452 2.8647 -1.5525
C -1.3585 3.7200 -0.8063
C -0.6249 1.4398 -1.3238
O -1.2926 0.9414 -0.3100
O -0.0855 0.5477 -2.0364
H -0.3803 6.6445 -2.1865
H 1.0537 5.1214 -3.4903
H 0.9407 2.6709 -3.0964
H -2.0368 3.3274 -0.0618

## Properties
Kohn-Sham gap = 5.37 eV
Multiplicity = 1
LUMO level = -0.310 hartree
E_HOMO = -13.796 eV
Energy relative to the best compared isomer or geometry (same formula, charge and spin) = 16.5 kcal/mol
Charge = +2

---

[3]
Below is 2 unconnected molecules or ions with the total composition C5H14, with properties calculated with ωB97M-V/def2-TZVPD.

Atoms and positions in Å:
C 0.7279 -1.4067 1.3673
C -0.6676 -2.0473 1.6290
C -1.6644 -0.8852 1.5258
H 1.0265 -1.9505 0.4687
H 1.3897 -1.3766 2.2263
H 0.6130 -0.4118 0.9427
H -0.9384 -2.7101 0.7548
H -0.7158 -2.5886 2.5829
H -1.6493 -0.5346 0.5054
H -2.6315 -1.2214 1.9192
H -1.5310 0.0148 2.2535
C 0.1501 2.2766 -1.7594
C 1.4093 1.5806 -2.2989
H -0.5161 1.5201 -1.2817
H 0.3297 3.0182 -0.9811
H -0.3202 2.8712 -2.5190
H 2.0349 0.9032 -1.6928
H 2.1012 2.2187 -2.8536
H 0.8520 0.7294 -2.7891

## Properties
Kohn-Sham gap = 11.85 eV
Multiplicity = 1
LUMO level = 0.039 hartree
E_HOMO = -10.796 eV
Energy relative to the best compared isomer or geometry (same formula, charge and spin) = 31.0 kcal/mol
Charge = 0
Structure (SMILES) = CCC.CC

---

[4]
Below is a molecular structure, C2H8OP2S, with properties calculated with ωB97M-V/def2-TZVPD.

Atoms and positions in Å:
C 1.8425 0.7181 0.3252
C 0.7820 -0.0887 -0.3890
O -4.1174 -0.5534 -0.4788
P -2.9591 -1.3552 0.2970
P -1.3656 0.2464 0.4091
S -2.0721 1.8939 -0.3006
H 1.6000 1.6846 0.0548
H 1.8081 0.3949 1.4146
H 2.6337 0.3062 -0.2313
H 0.9300 -1.2230 -0.1899
H 0.4316 0.1068 -1.3288
H -3.7907 0.2676 -0.7814
H -2.5630 -2.1293 -0.7214
H -1.2419 0.1398 1.8894

## Properties
Kohn-Sham gap (alpha / beta) = 6.03 / 5.96 eV
Multiplicity = 3
LUMO level (alpha / beta) = 0.020 / -0.110 hartree
E_HOMO (alpha / beta) = -5.503 / -8.950 eV
Energy relative to the best compared isomer or geometry (same formula, charge and spin) = 0.0 kcal/mol
Charge = 0

---

[5]
Below is a molecular structure, C8H16O10RbS, with properties calculated with ωB97M-V/def2-TZVPD.

Atoms and positions in Å:
Rb -0.3354 -1.4184 -1.5696
S -1.8267 -3.0908 -4.2700
O -0.7528 -2.0704 -4.5035
O -1.9084 -3.4142 -2.8096
O -3.1434 -2.5067 -4.6895
O -1.6409 -4.3509 -5.0395
C 4.0049 0.0559 -0.6737
C 4.3375 -1.1663 0.1093
O 3.7088 -1.1435 1.3979
C 2.4092 -1.4409 1.4174
O 1.7616 -1.7300 0.4479
O 1.8878 -1.3763 2.6381
C 2.7561 -1.3471 3.7578
H 4.2694 0.9741 -0.1445
H 2.9213 0.1461 -0.8177
H 4.4094 0.1011 -1.6826
H 5.3996 -1.1250 0.3518
H 4.1200 -2.0887 -0.4214
H 2.1468 -1.4657 4.6498
H 3.3291 -0.4285 3.8990
H 3.4750 -2.1647 3.6979
C -4.8163 3.5451 -0.5201
C -4.2747 2.1165 -0.4585
O -3.4009 2.0383 0.6713
C -2.2269 1.4592 0.4937
O -1.9664 0.6774 -0.3850
O -1.4091 1.8663 1.4630
C -0.1387 1.2363 1.5419
H -4.0081 4.2254 -0.7985
H -5.1064 3.8343 0.4895
H -5.6267 3.6155 -1.2396
H -3.7671 1.8367 -1.3795
H -5.1135 1.4309 -0.3360
H 0.1903 0.8515 0.5787
H -0.2415 0.3697 2.1991
H 0.5772 1.9476 1.9346

## Properties
Kohn-Sham gap = 3.78 eV
Multiplicity = 1
LUMO level = 0.054 hartree
E_HOMO = -2.305 eV
Energy relative to the best compared isomer or geometry (same formula, charge and spin) = 8.3 kcal/mol
Charge = -1

---

[6]
Below is a single C6H11NS2 molecule, with properties calculated with ωB97M-V/def2-TZVPD.

Atoms and positions in Å:
C 2.9888 -0.5168 1.0154
C 3.0507 0.9151 0.8159
C -0.5897 1.6204 -0.0424
C -1.3528 -0.3727 -1.5360
C -0.2820 -0.8296 0.7560
C -0.3640 0.1337 -0.3981
N 2.2544 -1.4277 0.5501
S 2.4924 1.5228 -0.7480
S 1.3527 -0.0346 -1.2511
H 3.7973 -0.5389 1.7073
H 3.7731 1.4621 1.3714
H 0.2989 2.1387 0.1221
H -1.0784 2.0945 -0.8647
H -1.1614 1.7144 0.8199
H -2.4550 -0.1394 -1.3053
H -1.0719 -1.3505 -1.8980
H -1.1359 0.3070 -2.2941
H -1.2722 -0.7374 1.2677
H -0.0678 -1.9499 0.5414
H 0.5309 -0.5148 1.4531

## Properties
Kohn-Sham gap (alpha / beta) = 7.96 / 8.31 eV
Multiplicity = 3
LUMO level (alpha / beta) = 0.023 / -0.033 hartree
E_HOMO (alpha / beta) = -7.342 / -9.215 eV
Energy relative to the best compared isomer or geometry (same formula, charge and spin) = 0.0 kcal/mol
Charge = 0